(A)
Formula: C2H2ClN3O
Source: the OMol25 dataset
Level of theory: ωB97M-V/def2-TZVPD

- SMILES string: N=C=NCl.N=C=O
- HOMO energy: -0.369 hartree

Structure (ORCA input):
```
! RIJCOSX wB97M-V def2-TZVPD def2/J DEFGRID3
* xyz 0 1
C 1.24469 0.92590 -0.58637
C 1.98212 -1.93998 -0.18346
N 0.23372 1.16251 -1.14877
N 2.90873 -2.29694 0.48530
N 2.10998 0.49206 0.13997
O 1.16004 -1.82872 -0.99866
Cl 3.30978 1.24121 0.93387
H -0.00277 1.22403 -2.05853
H 3.43592 -1.85382 1.16838
*
```


(B)
Formula: C2H2ClN3O
Source: the OMol25 dataset
Level of theory: ωB97M-V/def2-TZVPD

- SMILES string: On1nncc1Cl
- HOMO energy: -0.365 hartree

Structure (ORCA input):
```
! RIJCOSX wB97M-V def2-TZVPD def2/J DEFGRID3
* xyz 0 1
C -1.51967 0.39260 0.14650
C -0.14474 0.45381 0.04568
H 1.36258 -2.23826 -0.27827
H -2.27659 1.22221 0.30102
N 0.23062 -0.82919 -0.07300
N -0.79541 -1.65143 -0.04061
N -1.87016 -0.92121 0.09296
O 1.48565 -1.27398 -0.19635
Cl 0.94470 1.76131 0.03174
*
```


Which structure is the most stable? The one labeled (A).


(A)
Formula: C9H16
Source: the OMol25 dataset
Level of theory: ωB97M-V/def2-TZVPD

- HOMO energy: -0.279 hartree

Structure (ORCA input):
```
! RIJCOSX wB97M-V def2-TZVPD def2/J DEFGRID3
* xyz 0 1
C 0.32596 1.08247 -0.46684
C -1.03713 0.70605 0.01009
C 1.63733 1.21887 -0.20185
C 2.55515 1.86053 -1.16908
C 2.17491 0.85021 1.15308
C -2.80030 -0.91374 -0.75195
C -1.59365 -0.71769 1.59317
C -0.46704 -1.81241 -0.33180
C -1.41142 -0.71958 0.05180
H -0.03351 1.34162 -1.44096
H 2.67070 2.88348 -0.76045
H 2.12896 2.10086 -2.18736
H 3.53163 1.42117 -1.36028
H 2.66268 1.53321 1.81305
H 2.99057 0.07559 0.95989
H 1.38367 0.34013 1.70797
H -3.33098 -1.66087 -0.23600
H -3.37410 -0.00710 -0.70632
H -2.70311 -0.98851 -1.87118
H -0.60769 -0.32049 1.82998
H -1.69832 -1.79388 1.74234
H -2.40553 0.00746 1.86620
H -0.34015 -1.83353 -1.36226
H -0.81707 -2.88956 -0.08527
H 0.55843 -1.76428 0.20402
*
```


(B)
Formula: C9H16
Source: the OMol25 dataset
Level of theory: ωB97M-V/def2-TZVPD

- HOMO energy: -0.338 hartree

Structure (ORCA input):
```
! RIJCOSX wB97M-V def2-TZVPD def2/J DEFGRID3
* xyz 0 1
C -1.67277 2.26076 0.14326
C -1.16018 0.78514 -0.36722
C -2.10562 -0.60217 0.03084
C -1.13739 -1.96981 0.30424
C 0.09885 -1.19259 -0.42001
C 1.60053 -1.40160 0.09268
C 1.55799 0.14575 -0.30510
C 2.70532 1.15394 0.21466
C 0.07629 0.31469 0.03404
H -1.14710 2.34442 1.27269
H -1.24195 3.15162 -0.28368
H -2.83702 2.20953 0.05292
H -1.11038 0.77064 -1.44628
H -2.89888 -0.87555 -0.80506
H -2.86172 -0.02644 0.82840
H -1.36281 -2.96562 0.03807
H -1.19988 -2.24530 1.41708
H 0.24867 -1.31686 -1.45348
H 2.24720 -2.29053 0.00670
H 1.65878 -1.25118 1.25930
H 1.74954 0.29887 -1.44368
H 3.09256 2.20517 -0.96984
H 2.01894 2.09199 1.36441
H 3.78939 0.35714 0.64367
H 0.07655 0.57744 1.15451
*
```


Which structure is the most stable? The one labeled (A).


(A)
Formula: CH6NOS
Source: the OMol25 dataset
Level of theory: ωB97M-V/def2-TZVPD

- HOMO energy: -0.117 hartree

Structure (ORCA input):
```
! RIJCOSX wB97M-V def2-TZVPD def2/J DEFGRID3
* xyz -1 1
S 2.64411 -0.24943 0.64980
H 2.55275 -0.94311 -0.50748
N -1.24915 1.05892 -0.58791
C -0.88956 -0.08459 0.37736
O -0.05359 -1.11539 -0.09281
H -0.94309 0.64717 -1.51571
H -0.60859 1.75565 -0.34414
H -1.75618 -0.62872 0.54967
H -0.57730 0.39702 1.28258
H 0.88059 -0.83753 0.18865
*
```


(B)
Formula: CH6NOS
Source: the OMol25 dataset
Level of theory: ωB97M-V/def2-TZVPD

- HOMO energy: -0.115 hartree

Structure (ORCA input):
```
! RIJCOSX wB97M-V def2-TZVPD def2/J DEFGRID3
* xyz -1 1
S -2.29910 -1.22182 -0.31636
H -2.30352 0.04746 -0.82222
N 1.03975 0.04923 -0.85230
C 0.60697 0.63818 0.41428
O 0.28175 -0.33752 1.39192
H 0.23093 -0.36844 -1.30673
H 1.81631 -0.55029 -0.60976
H -0.27834 1.26169 0.29222
H 1.45848 1.21912 0.76367
H -0.55323 -0.73761 1.04528
*
```


Which structure is the most stable? The one labeled (B).